[1]
This record from OMol25 describes an isolated ion of composition C9H6N3O2 and charge -1. The level of theory is the ωB97M-V functional and the def2-TZVPD basis.

```
20
Properties=species:S:1:pos:R:3:lowdin_charge:R:1
O 3.51364 -1.50153 -2.43129 0.0158
O 1.53153 -1.05066 -3.06893 0.0086
N -1.98996 0.04896 1.65638 0.0574
N 2.50068 -0.87905 -2.32920 -0.4946
N 2.55668 0.07817 -1.40865 0.0891
C 0.38783 2.52662 0.44101 -0.1680
C -0.80552 0.35004 0.96521 -0.3109
C -1.90414 -2.17470 0.75355 -0.1383
C -2.42270 -1.21970 1.61574 -0.2167
C 1.41581 2.09978 -0.43935 -0.1643
C -0.83283 -1.79773 -0.06953 -0.1545
C 1.73672 0.87472 -0.86688 -0.0388
C -0.54227 1.78789 1.10311 -0.0941
C -0.27850 -0.54123 0.03620 0.0004
H 0.53544 3.67169 0.63727 0.1162
H -2.34802 -3.24571 0.88913 0.1118
H -3.33301 -1.49366 2.08786 0.0689
H 2.18659 2.89390 -0.44031 0.1011
H -1.34343 2.12102 1.80759 0.0941
H -0.56454 -2.54881 -0.93892 0.1168
```

Values from the calculation:
Charge ... -1
Frontier orbital gap (alpha / beta) ... 7.14 / 7.13 eV
Lowest unoccupied orbital energy (alpha / beta) ... 3.268 / 3.267 eV
HOMO (alpha / beta) ... -3.9 / -3.9 eV
Calculated total energy ... -661.06854 a.u.

[2]
This record from OMol25 describes C10H10BClF4Re as an isolated structure. The level of theory is the ωB97M-V functional and the def2-TZVPD basis.

```
27
Properties=species:S:1:pos:R:3:lowdin_spin:R:1
Re 0.20922 0.35520 -0.29787 1.6069
Cl 0.50349 2.57448 0.60850 0.3699
F -0.16212 0.72335 2.59897 0.0366
F 0.97724 -0.51799 4.13268 0.0001
F -1.30877 -0.35384 4.40877 0.0001
F 0.02814 1.41100 4.82277 0.0009
C -0.80811 0.17474 -2.50701 0.2414
C 0.99985 -1.65190 -0.54470 0.0018
C -0.35975 -1.56351 -1.01853 0.1107
C -0.39682 -1.16040 1.26959 0.0711
C 1.21137 1.18302 -1.94976 0.0706
C 0.97597 -1.45387 0.89855 0.0765
C 0.64030 0.01911 -2.50307 0.0606
C -1.21170 -1.20951 0.06577 0.0384
C 0.09995 2.10947 -1.65872 0.2150
C -1.13512 1.41299 -1.94339 0.0408
B -0.13814 0.33008 3.96865 0.0022
H 1.87460 -1.86865 -1.17204 0.0018
H -2.12890 1.81658 -1.80580 -0.0004
H 1.83793 -1.54606 1.54424 0.0090
H -0.70981 -1.88520 -2.01418 0.0021
H 2.26026 1.43322 -1.89404 0.0060
H 1.18886 -0.82299 -2.90424 0.0035
H 0.19251 3.17820 -1.43671 0.0102
H -0.86206 -1.11909 2.22777 0.0039
H -1.51857 -0.55187 -2.87572 0.0133
H -2.25982 -1.01655 -0.02048 0.0070
```

Values from the calculation:
Charge ... 0
<S²> ... 3.78
Frontier orbital gap (alpha / beta) ... 7.08 / 6.35 eV
Lowest unoccupied orbital energy (alpha / beta) ... -0.454 / -3.123 eV
HOMO (alpha / beta) ... -7.5 / -9.5 eV
2S+1 ... 4
Calculated total energy ... -1349.83153 a.u.

[3]
This record from OMol25 describes C21H45GaN2OP3S as an isolated structure. The level of theory is the ωB97M-V functional and the def2-TZVPD basis.

```
74
Properties=species:S:1:pos:R:3:lowdin_charge:R:1
Ga -0.50236 0.59883 -2.60085 0.3785
S -0.02396 -1.39552 -1.54878 0.7269
P -1.74694 -0.12824 1.61195 0.7532
P 3.24360 -1.47433 3.60688 1.1699
P -2.29028 1.97999 -2.52523 0.7891
O 3.29390 -0.07110 0.59565 -0.0692
N -2.34963 -2.68969 -2.20569 0.0365
N -1.22619 -3.43629 -0.32646 0.0424
C -3.52013 -4.17737 -0.66037 -0.1476
C 3.78347 1.18574 0.31569 -0.3295
C -2.20328 3.13897 -3.95496 -0.1768
C -1.69761 -1.60476 2.70946 -0.2952
C -1.31411 -2.57669 -1.36588 -0.6710
C 2.47856 0.23827 3.69584 -0.2082
C 3.57821 3.57756 0.44860 -0.0782
C -3.72815 0.87498 -2.71250 -0.2131
C 2.17412 -2.30603 2.30041 -0.2360
C 4.87185 3.68792 -0.06946 -0.0582
C -3.34179 -3.77515 -2.11392 -0.1258
C 5.03784 1.28917 -0.28228 -0.0152
C -1.56532 1.15901 2.90484 -0.2979
C 1.15653 2.25005 -2.46679 -0.0759
C 4.84399 -1.28335 2.64592 -0.2063
C -2.18508 -4.52446 -0.04995 -0.1359
C 1.01562 1.32610 -3.55166 -0.3087
C 5.59365 2.54497 -0.46106 -0.0474
C -3.57344 -0.03891 1.40756 -0.2997
C 3.01770 2.32016 0.67202 -0.0545
C -2.39746 2.96630 -0.99737 -0.2093
H 6.57776 2.66746 -0.91523 0.1238
H -2.37544 -1.45160 3.56196 0.0597
H -4.18284 -5.04694 -0.61129 0.1427
H -4.05489 0.85241 -3.76526 0.0760
H 1.44203 0.16516 4.05504 0.0433
H -0.53491 1.17345 3.27894 0.0144
H 3.02834 0.79595 4.46972 0.0705
H -0.67046 -1.73807 3.07522 0.0080
H 2.45677 0.90249 2.81032 0.0437
H -2.25344 -4.63716 1.03712 0.1292
H -3.88752 -0.79548 0.67628 0.0211
H -1.51516 3.63237 -0.90847 0.0691
H 2.15344 2.64783 -2.29023 0.0878
H 5.53524 0.37814 -0.64420 0.1320
H -2.25612 0.97499 3.73604 0.0591
H 2.74155 -3.11776 1.80888 0.0699
H 1.78037 -1.63263 1.50622 0.0504
H -0.35279 -3.38715 0.18632 0.1273
H 1.76031 0.50003 -3.52669 0.0841
H -2.25962 -2.16691 -3.08272 0.1427
H -1.80915 -5.47353 -0.46303 0.1444
H 2.00169 2.14212 1.01866 0.1042
H -3.00934 -4.64434 -2.70681 0.1469
H -3.41927 -0.14292 -2.40390 0.0188
H -3.30412 3.59400 -1.02743 0.0849
H 2.95904 4.45586 0.65915 0.1167
H 0.80180 1.68864 -4.57762 0.0964
H -4.07596 -0.22901 2.36552 0.0586
H -1.77944 2.13957 2.46430 0.0373
H 1.33048 -2.79683 2.81894 0.0368
H -1.39876 2.81441 -4.63983 0.0552
H -3.99187 -3.35776 -0.10320 0.1197
H -1.99429 -2.51295 2.16474 0.0166
H 0.35055 2.84533 -2.03414 0.0292
H -2.43851 2.31319 -0.10043 0.0225
H -1.99012 4.15899 -3.58946 0.0790
H -4.27328 -3.40837 -2.55613 0.1383
H 5.37633 -0.34796 2.87214 0.0781
H 5.29272 4.69792 -0.20444 0.1247
H -4.56699 1.20613 -2.08137 0.0769
H 5.51069 -2.09290 2.99222 0.0677
H 4.71767 -1.39221 1.55584 0.0652
H 3.18250 -0.11409 1.56342 -0.0135
H -3.16786 3.13557 -4.49227 0.0771
H -3.86049 0.94843 1.02555 0.0266
```

Values from the calculation:
Charge ... +3
Frontier orbital gap (alpha / beta) ... 6.46 / 3.88 eV
Lowest unoccupied orbital energy (alpha / beta) ... -9.293 / -11.761 eV
HOMO (alpha / beta) ... -15.8 / -15.6 eV
Calculated total energy ... -4357.89757 a.u.